# 1
The following is a quantum chemistry calculation of the molecule C18H26ClN3O3, from the OMol25 dataset.

```
51
Properties=species:S:1:pos:R:3:forces:R:3
C 1.54816 4.31493 3.85956 -0.1 -0.3 -0.3
C 1.52637 3.55297 2.53228 0.4 0.3 0.1
C 2.07340 4.39673 1.38563 -0.2 -0.4 0.2
O 0.20803 3.17907 2.17272 -0.1 0.0 -0.2
C -0.27682 1.98671 2.73322 -0.2 -0.2 0.2
C -1.34423 1.41440 1.79946 0.5 0.2 0.0
C -0.77427 1.17668 0.40146 -0.2 0.2 0.0
N 0.29084 0.20171 0.42128 -0.5 -0.1 0.3
C 1.52245 0.44192 -0.05543 0.4 -0.5 0.1
O 1.87986 1.48331 -0.56709 0.2 0.4 -0.2
C 2.44373 -0.78676 0.05309 -0.1 0.1 0.1
N 1.96353 -1.85622 -0.78714 0.1 0.0 0.0
C 2.11729 -1.80472 -2.22507 0.2 0.1 -0.2
C 1.07984 -2.82224 -2.72983 0.0 -0.1 -0.3
N 0.48966 -3.33751 -1.51311 0.1 -0.1 -0.1
C -0.78874 -4.01650 -1.52244 0.0 0.1 0.2
C -1.91270 -3.03704 -1.75524 0.0 -0.1 -0.1
C -2.38662 -2.27198 -0.69494 -0.1 0.0 0.0
C -3.35808 -1.30915 -0.89511 -0.1 0.0 -0.1
C -3.85961 -1.10600 -2.17171 0.2 -0.2 0.0
Cl -5.07114 0.10039 -2.43150 -0.1 0.1 0.0
C -3.40351 -1.86022 -3.24026 -0.1 0.1 0.0
C -2.43087 -2.82152 -3.02557 0.0 0.0 0.2
C 0.90976 -2.63914 -0.41785 0.3 -0.2 -0.2
O 0.45276 -2.72631 0.70848 -0.3 0.0 0.5
H 1.15951 3.69438 4.66423 0.0 0.0 0.1
H 0.93176 5.20680 3.77898 -0.1 0.1 0.0
H 2.56538 4.60695 4.10568 0.1 0.0 0.1
H 2.14369 2.64336 2.63127 -0.1 0.1 0.0
H 2.08814 3.80099 0.47651 0.0 0.0 -0.1
H 3.08205 4.73083 1.61132 0.1 0.1 0.0
H 1.43347 5.26088 1.23057 -0.1 0.2 0.0
H -0.71054 2.16567 3.72981 0.1 -0.1 -0.1
H 0.54194 1.25925 2.84580 -0.1 0.1 0.0
H -2.16560 2.12615 1.72149 -0.1 0.0 0.0
H -1.72225 0.48036 2.21960 -0.1 0.0 0.1
H -0.34845 2.10772 0.02182 -0.1 -0.1 0.0
H -1.56824 0.83676 -0.27386 0.1 0.1 0.0
H 0.09646 -0.70036 0.83959 0.2 0.0 -0.1
H 3.45336 -0.51182 -0.25755 -0.1 0.0 0.1
H 2.45829 -1.15279 1.08272 0.1 0.1 -0.1
H 3.13814 -2.08643 -2.50251 -0.1 0.1 -0.1
H 1.92354 -0.79331 -2.59903 0.0 -0.1 0.0
H 0.31845 -2.34892 -3.36141 0.1 0.0 0.0
H 1.54416 -3.63681 -3.29506 0.0 0.1 0.0
H -0.89781 -4.48911 -0.54353 0.0 -0.1 -0.2
H -0.76446 -4.78482 -2.29906 0.0 0.0 0.1
H -1.98394 -2.43509 0.29313 0.0 0.0 0.1
H -3.73018 -0.72245 -0.06966 -0.1 0.1 0.1
H -3.80486 -1.69605 -4.22791 -0.1 0.0 -0.1
H -2.08108 -3.41568 -3.85784 0.0 -0.1 -0.1
```
Forces are in eV/Å.

Output
SMILES ... CC(C)OCCCNC(=O)CN1CCN(Cc2ccc(Cl)cc2)C1=O
LUMO energy ... 0.026 Eh
Maximum force ... 0.0123 hartree/bohr
Relative energy (zero: lowest compared OMol25 entry of this formula, charge and spin) ... 16.21 kcal per mole
Orbital gap ... 9.513 eV

These are the Löwdin partial charges, in e, on atoms 1 to 6: atom 1 (C): -0.044, atom 2 (C): -0.456, atom 3 (C): -0.037, atom 4 (O): -0.131, atom 5 (C): -0.228, atom 6 (C): -0.143

---

# 2
The following is a quantum chemistry calculation of a cluster of 2 separate species, C10H16 in total at a distorted geometry, from the OMol25 dataset.

```
26
Properties=species:S:1:pos:R:3:forces:R:3
C -1.12782 -2.87625 0.66663 0.8 0.2 0.3
C -1.32747 -1.35575 0.67282 0.2 0.6 0.2
C -0.40776 -0.68103 -0.31805 -0.1 -0.3 -0.2
C -0.83220 -0.37723 -1.61188 -0.3 -0.1 0.1
C 0.04733 0.12286 -2.55513 0.2 -0.3 0.2
C 1.39239 0.27793 -2.22518 -0.8 0.0 -0.6
C 1.81714 0.03789 -0.93470 -0.1 -0.5 -0.3
C 0.92623 -0.47998 0.00457 0.1 1.1 0.1
H -2.00730 -3.39995 1.02514 -0.1 -0.2 -0.2
H -0.29460 -3.12487 1.33294 -0.2 0.1 0.2
H -0.72703 -3.23413 -0.28559 -0.8 0.0 -0.2
H -2.35704 -1.02398 0.52582 -0.1 -0.4 -0.4
H -1.10363 -0.95906 1.66546 0.1 -0.1 0.1
H -1.86792 -0.57390 -1.87146 0.0 0.1 0.0
H -0.27655 0.33096 -3.56806 -0.1 0.0 0.1
H 2.02667 0.55070 -3.05486 0.5 0.3 0.3
H 2.85431 0.17848 -0.71101 0.4 0.1 0.3
H 1.23029 -0.53708 1.04152 0.1 -0.4 0.0
C 0.26813 2.94197 1.78592 -1.8 0.0 -0.1
C -0.19439 1.93598 2.85754 1.5 -0.1 0.0
H 0.23599 3.97670 2.12434 0.5 0.0 0.2
H 1.20999 2.65319 1.34523 0.3 0.2 0.0
H -0.49843 2.92685 0.99656 0.4 0.0 -0.1
H -0.69078 1.09599 2.38496 -0.5 0.0 0.2
H 0.70702 1.50685 3.29578 0.1 -0.2 0.2
H -0.71949 2.34245 3.71716 -0.5 0.1 -0.3
```
Forces are in eV/Å.

Output
SMILES ... CCc1ccccc1.CC
LUMO energy ... 0.036 Eh
Maximum force ... 0.0360 hartree/bohr
Relative energy (zero: lowest compared OMol25 entry of this formula, charge and spin) ... 12.44 kcal per mole
Orbital gap ... 10.072 eV

These are the Löwdin partial charges, in e, on atoms 1 to 6: atom 1 (C): -0.087, atom 2 (C): -0.218, atom 3 (C): -0.258, atom 4 (C): -0.048, atom 5 (C): -0.086, atom 6 (C): -0.100

---

# 3
The following is a quantum chemistry calculation of a cluster of 5 separate species, C28H36FI2N2O17PS in total at a distorted geometry, from the OMol25 dataset.

```
88
Properties=species:S:1:pos:R:3:forces:R:3
C 4.19056 -0.49307 0.93622 -0.6 -0.1 0.7
C 2.89813 0.35292 0.80485 -0.5 1.0 -0.6
C 1.62669 -0.15861 0.26197 0.0 2.0 1.5
C 0.36640 0.52883 0.60045 2.1 -0.3 0.5
C -0.94034 0.06336 -0.08578 0.4 0.5 -0.5
I -1.82661 -1.71166 0.85644 1.5 -0.2 0.3
C -1.98649 1.23007 -0.44757 0.7 -0.9 -1.6
C -1.78495 1.58792 -1.99799 0.0 1.2 0.6
I -3.98983 0.40177 -0.29253 -0.3 1.6 -0.2
C 0.42439 1.64226 1.56154 -0.1 0.0 -2.0
P -0.96400 2.11577 2.69380 -0.1 0.9 1.7
N -1.55213 3.66216 2.07968 1.1 -0.8 -0.1
O -2.27969 1.08306 2.57484 0.8 1.0 -0.6
C 1.65644 2.39980 1.63246 1.0 -2.0 -0.4
C 2.92501 1.73998 1.21680 -2.1 -0.4 0.6
C 4.07731 2.76990 1.31649 -2.9 -2.5 0.5
O 5.25293 2.67874 1.21927 0.0 0.4 0.0
N 3.31063 4.01868 1.49049 2.6 2.1 -1.6
S 3.30216 4.69053 -0.07034 -3.6 2.3 -3.6
O 2.65545 3.81584 -1.03867 2.1 -0.5 1.7
O 2.61018 5.96257 -0.08989 2.0 -0.9 1.5
F 4.82132 4.91065 -0.61264 -1.8 -0.6 1.8
C 1.95217 3.85474 2.06278 -0.5 -3.4 -1.4
O 1.31719 4.65755 2.65130 0.3 0.3 -0.2
H 4.83580 -0.03444 1.73384 -0.5 -0.3 -1.0
H 3.87578 -1.49303 1.35834 0.4 0.9 -0.7
H 4.78812 -0.60874 0.00466 -0.5 0.1 0.6
H 1.64430 -1.06125 -0.39536 -0.2 0.7 0.8
H -0.61123 -0.33749 -1.08529 -0.4 0.2 1.2
H -1.84086 2.18479 0.09753 -0.5 -1.1 0.1
H -1.85897 2.70868 -2.08265 0.0 -1.1 -0.1
H -0.75141 1.33522 -2.35498 -1.0 0.0 0.3
H -2.59273 1.17393 -2.64040 0.9 0.1 0.4
H -0.94650 3.91355 1.29251 -0.6 0.2 0.0
H -1.35209 4.36341 2.80121 -0.2 -0.3 -0.3
H -3.04660 1.61377 2.87136 0.3 -0.4 -0.3
C -5.64483 -6.20783 1.14832 -0.4 0.1 -0.1
C -4.82988 -5.96282 -0.09919 -0.3 -0.3 0.8
C -3.55638 -5.20243 0.13691 0.5 -0.2 0.1
O -3.32529 -4.61101 -1.14245 -0.5 0.1 -0.2
C -4.54550 -4.44783 -1.71974 0.0 0.2 -0.2
O -4.74246 -3.81934 -2.71269 0.0 -0.1 0.2
O -5.51197 -5.09777 -1.01352 0.5 0.2 -0.4
H -6.59496 -6.68106 0.89399 0.1 -0.1 0.0
H -5.10748 -6.85502 1.84310 0.0 0.0 -0.1
H -5.88584 -5.27027 1.65381 0.1 0.0 0.0
H -4.64099 -6.91024 -0.61446 0.1 0.1 0.0
H -2.72815 -5.84888 0.42473 0.1 0.1 -0.2
H -3.65873 -4.40077 0.87454 -0.2 -0.1 0.0
C -5.75596 -1.23523 -6.90675 0.0 0.3 -0.3
C -5.01110 -0.68253 -5.71512 -0.4 -0.5 -0.6
C -5.62936 -1.02498 -4.39012 0.1 -0.6 0.3
O -5.15360 0.03746 -3.55996 0.0 0.4 -0.4
C -4.95965 1.10966 -4.37579 0.0 0.3 0.1
O -4.74002 2.21569 -3.99396 0.0 -0.2 -0.1
O -5.04955 0.74857 -5.68733 0.1 0.1 0.5
H -5.30810 -0.87498 -7.83494 0.0 -0.1 0.0
H -5.73248 -2.32599 -6.90803 0.1 0.0 0.1
H -6.79677 -0.90446 -6.91078 0.0 0.0 0.1
H -3.96003 -0.98668 -5.75660 0.0 0.0 0.1
H -5.30406 -1.99275 -4.01209 0.1 0.2 0.2
H -6.72293 -0.99223 -4.39871 0.0 0.0 -0.2
C 4.07199 5.32397 4.21188 0.0 -0.4 -0.1
C 3.61962 5.09327 5.63284 0.3 0.4 -0.8
C 4.67462 5.36376 6.66823 0.1 0.4 0.2
O 4.24119 4.54188 7.75272 -0.2 -0.3 -0.2
C 3.56201 3.49641 7.20115 -0.1 -0.4 0.2
O 3.21907 2.52748 7.79709 0.1 0.2 -0.1
O 3.32993 3.71239 5.87439 0.1 0.0 0.5
H 3.30380 5.02054 3.50769 0.1 0.4 0.4
H 4.30662 6.37599 4.04093 0.0 0.0 0.1
H 4.95529 4.72396 3.97687 0.1 0.1 0.2
H 2.70748 5.66520 5.83253 0.1 0.0 0.1
H 4.71546 6.41184 6.96291 0.0 -0.1 0.2
H 5.67361 5.03659 6.36563 -0.1 0.0 -0.2
C 3.22697 -3.46459 -3.55259 -0.4 0.1 0.0
C 3.74001 -3.40630 -2.13339 -0.1 0.0 -0.9
C 4.66291 -4.53417 -1.76426 0.5 0.0 0.0
O 4.50598 -4.59165 -0.34566 -0.4 0.1 0.0
C 3.25026 -4.13959 -0.07459 -0.2 -0.1 0.4
O 2.72007 -4.21983 0.98571 0.1 0.1 -0.2
O 2.68304 -3.58065 -1.18367 0.3 -0.1 0.5
H 2.49529 -2.67299 -3.72463 0.1 0.0 0.0
H 4.04337 -3.34618 -4.26658 0.0 0.0 0.1
H 2.71897 -4.41070 -3.75093 0.1 0.0 0.1
H 4.20259 -2.43207 -1.94239 0.1 -0.1 0.1
H 5.69901 -4.33531 -2.03582 0.0 0.0 0.2
H 4.36031 -5.49774 -2.18396 -0.1 0.1 -0.1
```
Forces are in eV/Å.

Output
LUMO energy ... -0.055 Eh
Maximum force ... 0.1084 hartree/bohr
Orbital gap ... 6.498 eV

These are the Löwdin partial charges, in e, on atoms 1 to 6: atom 1 (C): -0.025, atom 2 (C): -0.144, atom 3 (C): 0.065, atom 4 (C): -0.219, atom 5 (C): -0.696, atom 6 (I): 0.785

---

# 4
The following is a quantum chemistry calculation of the molecule C8H9F3IN at a distorted geometry, from the OMol25 dataset.

```
22
Properties=species:S:1:pos:R:3:forces:R:3
C 0.54073 0.37074 -2.15619 -0.8 0.6 -0.7
C 0.59278 0.22735 -0.63147 -0.1 -0.1 -1.4
C -0.25966 -0.94642 -0.19519 0.2 -1.4 2.2
C -0.42758 -0.93467 1.38479 -0.9 0.9 0.2
C -1.28375 -2.02863 1.87991 -6.9 1.9 2.6
C -2.73641 -1.67664 2.57802 7.2 -1.9 -3.3
I -3.25388 0.24189 3.06842 -0.1 0.0 0.1
C -3.59669 -2.72939 2.89472 -1.9 -0.7 0.8
N -4.46187 -3.43842 3.21700 1.1 0.5 -0.5
C -1.07186 -3.40648 1.34798 1.3 -1.4 -0.3
F -1.57633 -3.45577 0.08805 0.3 -0.3 0.5
F -1.61015 -4.42425 2.03371 0.3 0.8 -0.2
F 0.32555 -3.71408 1.24494 -2.4 0.8 0.2
H 1.50760 0.57006 -2.68145 -0.9 0.3 0.6
H -0.23242 1.16652 -2.28460 0.9 -0.4 -0.9
H 0.13386 -0.52144 -2.61668 -0.1 -0.3 -0.2
H 1.65650 0.14256 -0.42869 -0.1 0.0 1.1
H 0.11400 1.16677 -0.30155 0.8 -0.5 0.8
H 0.03714 -2.01409 -0.50027 0.0 2.0 0.0
H -1.30741 -0.80033 -0.42618 -0.1 0.0 -1.0
H -1.05221 0.04976 1.60617 2.1 -1.8 0.0
H 0.50197 -1.11860 1.96647 -0.1 1.0 -0.5
```
Forces are in eV/Å.

Output
SMILES ... CCCC/C(=C(\I)C#N)C(F)(F)F
LUMO energy (spin up / spin down) ... -0.048 / -0.055 Eh
Maximum force ... 0.1577 hartree/bohr
Orbital gap (spin up / spin down) ... 7.899 / 7.791 eV

These are the Löwdin partial charges, in e, on atoms 1 to 6: atom 1 (C): -0.122, atom 2 (C): -0.269, atom 3 (C): -0.198, atom 4 (C): -0.203, atom 5 (C): -0.081, atom 6 (C): -0.650

---

- Number 2 is which compound?
  C10H16

---

- Number 1 is which compound?
  C18H26ClN3O3

---

- Which value of maximum force does entry 3 give?
  0.1084 hartree/bohr

---

- The highest maximum force belongs to which entry?
  C8H9F3IN